No. 1
{
  "formula": "C7H14Br14O2Si2",
  "method": "ωB97M-V with the def2-TZVPD basis set",
  "symbols": ["C", "C", "Br", "C", "Br", "Si", "O", "Si", "O", "H", "H", "H", "H", "H", "H", "H", "H", "H", "H", "C", "Br", "Br", "Br", "H", "C", "Br", "Br", "Br", "H", "C", "Br", "Br", "Br", "H", "C", "Br", "Br", "Br", "H"],
  "xyz": [[-3.104, -0.487, -0.989], [-1.685, -0.490, -1.548], [-1.306, 1.157, -2.549], [-0.602, -0.684, -0.496], [-0.725, -2.558, 0.105], [1.217, -0.462, -0.966], [1.646, 1.122, -0.930], [2.440, 2.117, 0.098], [1.361, 2.979, 1.001], [-3.712, 0.300, -1.430], [-3.591, -1.441, -1.189], [-3.096, -0.342, 0.093], [-1.575, -1.266, -2.303], [-0.841, -0.097, 0.393], [1.434, -1.043, -2.303], [2.007, -1.175, 0.058], [3.221, 3.051, -0.724], [3.289, 1.318, 1.011], [1.353, 2.813, 1.943], [6.716, 3.050, 2.336], [6.581, 2.250, 0.592], [5.018, 3.077, 3.237], [8.068, 2.201, 3.400], [7.009, 4.081, 2.193], [-4.422, -4.833, 0.098], [-4.697, -3.256, 1.161], [-3.954, -4.397, -1.713], [-3.126, -6.003, 0.899], [-5.363, -5.366, 0.067], [5.800, 7.553, 1.097], [5.974, 7.359, 3.002], [6.746, 9.089, 0.446], [6.344, 5.945, 0.193], [4.750, 7.700, 0.882], [-7.949, -6.716, -1.438], [-8.197, -5.124, -0.385], [-7.498, -6.296, -3.255], [-6.643, -7.879, -0.635], [-8.891, -7.245, -1.449]],
  "nbo_charge": [-0.645, -0.241, -0.011, -0.713, -0.006, 1.474, -1.260, 1.713, -1.095, 0.233, 0.234, 0.213, 0.225, 0.242, -0.192, -0.199, -0.235, -0.251, 0.501, -0.505, 0.091, 0.085, 0.098, 0.231, -0.506, 0.089, 0.090, 0.093, 0.224, -0.504, 0.091, 0.100, 0.089, 0.229, -0.504, 0.093, 0.105, 0.094, 0.228]
}

=====

No. 2
{
  "formula": "C7H14BrNO9S",
  "method": "ωB97M-V with the def2-TZVPD basis set",
  "symbols": ["N", "C", "O", "C", "O", "S", "O", "O", "O", "C", "Br", "H", "H", "C", "C", "O", "O", "H", "H", "H", "H", "H", "H", "C", "C", "O", "O", "H", "H", "H", "H", "H", "H"],
  "xyz": [[4.671, 0.694, 1.581], [3.535, 0.764, 1.408], [2.275, 0.775, 1.016], [1.533, 1.814, 1.663], [0.218, 1.618, 1.114], [0.419, 2.092, -0.474], [0.494, 1.011, -1.399], [-0.607, 3.030, -0.805], [1.797, 2.978, -0.307], [1.812, 3.234, 1.120], [3.321, 4.161, 1.817], [1.535, 1.713, 2.746], [0.856, 3.745, 1.266], [-2.769, -0.997, 3.083], [-2.945, -0.423, 1.692], [-2.745, 0.992, 1.721], [-3.675, -0.387, 3.989], [-2.956, -2.071, 3.089], [-1.745, -0.813, 3.437], [-3.964, -0.583, 1.343], [-2.249, -0.884, 0.985], [-1.808, 1.149, 1.881], [-3.725, 0.542, 3.733], [1.546, -2.425, -3.464], [0.264, -2.226, -4.245], [-0.855, -2.257, -3.356], [1.510, -3.658, -2.758], [2.411, -2.440, -4.128], [1.669, -1.614, -2.735], [0.122, -3.042, -4.953], [0.278, -1.277, -4.790], [-0.825, -1.456, -2.822], [0.602, -3.759, -2.448]],
  "nbo_charge": [-0.331, 0.501, -0.470, 0.317, -0.658, 2.472, -0.853, -0.882, -0.644, -0.064, 0.147, 0.226, 0.238, -0.086, -0.098, -0.728, -0.718, 0.187, 0.143, 0.191, 0.167, 0.466, 0.474, -0.090, -0.096, -0.731, -0.722, 0.183, 0.156, 0.186, 0.169, 0.470, 0.474]
}

=====

No. 3
{
  "formula": "C7H14Cl14",
  "method": "ωB97M-V with the def2-TZVPD basis set",
  "smiles": "ClCCl.ClCCl.ClCCl.ClCCl.ClCCl.ClCCl.ClCCl",
  "symbols": ["Cl", "C", "Cl", "H", "H", "Cl", "C", "Cl", "H", "H", "Cl", "C", "Cl", "H", "H", "Cl", "C", "Cl", "H", "H", "Cl", "C", "Cl", "H", "H", "Cl", "C", "Cl", "H", "H", "Cl", "C", "Cl", "H", "H"],
  "xyz": [[1.286, 1.842, 3.375], [2.188, 0.337, 3.078], [1.117, -0.820, 2.311], [3.046, 0.574, 2.450], [2.575, -0.081, 4.007], [-2.002, -2.807, 1.096], [-1.015, -3.725, 2.215], [-0.269, -5.096, 1.351], [-0.225, -3.087, 2.612], [-1.592, -4.018, 3.092], [2.201, -3.328, -0.510], [1.045, -3.137, -1.840], [0.088, -1.670, -1.636], [1.637, -3.023, -2.748], [0.465, -4.048, -1.990], [1.150, -0.630, -5.310], [-0.512, -0.185, -4.946], [-1.430, 0.144, -6.448], [-0.948, -1.025, -4.406], [-0.618, 0.677, -4.287], [1.881, 2.123, -0.615], [2.015, 2.017, -2.364], [3.060, 0.694, -2.815], [1.011, 1.890, -2.770], [2.427, 2.908, -2.840], [-2.935, 0.019, 0.729], [-1.462, 0.858, 0.184], [-1.502, 1.145, -1.618], [-1.314, 1.817, 0.680], [-0.657, 0.138, 0.329], [-2.916, 2.724, 3.044], [-2.072, 4.048, 3.902], [-1.865, 3.736, 5.653], [-1.160, 4.063, 3.305], [-2.696, 4.925, 3.730]],
  "nbo_charge": [-0.038, -0.395, -0.018, 0.229, 0.226, -0.008, -0.405, -0.037, 0.221, 0.223, -0.027, -0.402, -0.028, 0.224, 0.229, -0.015, -0.395, -0.036, 0.229, 0.216, -0.027, -0.412, -0.008, 0.221, 0.225, -0.013, -0.364, -0.088, 0.235, 0.237, -0.049, -0.385, -0.016, 0.225, 0.226]
}

=====

No. 4
{
  "formula": "C7H14Cl2N4",
  "method": "ωB97M-V with the def2-TZVPD basis set",
  "total_charge": 2,
  "symbols": ["C", "C", "C", "C", "C", "C", "C", "N", "N", "N", "N", "Cl", "Cl", "H", "H", "H", "H", "H", "H", "H", "H", "H", "H", "H", "H", "H", "H"],
  "xyz": [[-1.469, 1.397, 0.864], [0.656, 0.392, 0.092], [-2.162, 0.404, 0.087], [-1.112, 0.478, -1.613], [-2.165, -0.995, 0.524], [2.586, -2.070, -0.407], [2.927, -0.588, -0.377], [-0.144, 1.171, 0.939], [0.194, 0.096, -1.106], [-1.950, 2.323, 1.635], [1.897, 0.090, 0.494], [-1.166, 2.140, -2.254], [-1.686, -0.765, -2.695], [-3.118, 0.702, -0.180], [-1.333, -1.514, 0.731], [-2.640, -1.583, -0.351], [-3.003, -1.261, 1.142], [2.715, -2.245, 0.625], [1.618, -2.229, -0.896], [3.370, -2.629, -0.919], [3.900, -0.347, 0.034], [3.029, -0.212, -1.353], [0.353, 1.685, 1.637], [0.806, -0.497, -1.692], [-2.969, 2.410, 1.717], [-1.370, 3.023, 2.053], [2.238, 0.625, 1.270]],
  "nbo_charge": [0.588, 0.717, -0.243, 0.073, -0.677, -0.618, -0.239, -0.573, -0.620, -0.640, -0.504, 0.100, 0.153, 0.264, 0.232, 0.280, 0.287, 0.236, 0.198, 0.267, 0.257, 0.222, 0.434, 0.466, 0.463, 0.443, 0.435]
}

=====

no.,LUMO energy (hartree),electronic energy (a.u.),Kohn-Sham gap (eV)
1,-0.009,-37040.87618,9.76
2,-0.005,-3979.09922,9.99
3,0.015,-6717.76724,10.82
4,-0.319,-1413.88345,9.03